Entry 1:
A cluster of 10 separate species, C67H93BN10O5 in total. Source: OMol25; level of theory: wB97M-V/def2-TZVPD.

Cartesian coordinates (Å):
C1 -3.787 3.342 1.752
C2 -3.989 2.732 0.327
C3 -2.943 3.261 -0.676
C4 -1.644 2.404 -0.641
C5 -0.425 3.341 -0.790
C6 0.901 2.571 -1.069
C7 1.690 3.120 -2.291
C8 2.398 2.026 -3.116
C9 1.471 0.884 -3.595
C10 0.151 1.375 -4.287
C11 -0.069 0.536 -5.572
C12 -0.788 -0.835 -5.324
C13 0.230 -1.987 -5.049
C14 -0.083 -3.296 -5.869
C15 -0.717 -4.377 -4.974
C16 0.230 -5.129 -4.011
C17 -0.354 -5.898 -3.069
C18 -1.866 -6.027 -2.895
O1 -2.276 -6.356 -1.585
C19 -1.973 -5.339 -0.655
C20 -2.835 -4.050 -0.799
C21 0.509 -6.693 -2.119
O2 0.140 -7.707 -1.557
C22 1.937 -6.236 -1.865
B1 2.595 -6.724 -0.500
N1 2.830 -8.134 -0.220
O3 2.935 -5.812 0.474
C23 2.532 -5.479 -2.786
C24 3.964 -5.021 -2.616
O4 4.046 -3.757 -1.958
C25 5.023 -3.644 -1.007
C26 4.662 -2.978 0.152
C27 5.554 -2.769 1.173
C28 6.849 -3.258 1.065
C29 7.241 -3.921 -0.084
C30 6.322 -4.090 -1.112
C31 1.748 -5.086 -4.033
O5 2.422 -4.790 -5.008
H1 -3.644 2.553 2.502
H2 -4.685 3.892 2.064
H3 -2.923 4.016 1.707
H4 -4.998 3.026 -0.010
H5 -4.009 1.632 0.358
H6 -2.688 4.293 -0.404
H7 -3.392 3.221 -1.678
H8 -1.558 1.927 0.352
H9 -1.654 1.636 -1.427
H10 -0.331 3.926 0.137
H11 -0.635 4.041 -1.614
H12 1.558 2.694 -0.192
H13 0.685 1.497 -1.146
H14 1.001 3.707 -2.911
H15 2.447 3.815 -1.899
H16 3.200 1.554 -2.523
H17 2.899 2.492 -3.981
H18 1.996 0.265 -4.333
H19 1.188 0.237 -2.753
H20 0.287 2.416 -4.620
H21 -0.700 1.316 -3.595
H22 0.857 0.373 -6.139
H23 -0.759 1.114 -6.211
H24 -1.487 -0.713 -4.482
H25 -1.401 -1.022 -6.218
H26 1.245 -1.647 -5.275
H27 0.106 -2.264 -3.989
H28 0.761 -3.645 -6.470
H29 -0.863 -3.008 -6.594
H30 -1.466 -3.862 -4.356
H31 -1.231 -5.155 -5.561
H32 -2.424 -5.142 -3.231
H33 -2.200 -6.858 -3.538
H34 -0.911 -5.032 -0.647
H35 -2.167 -5.771 0.336
H36 -3.742 -4.199 -1.393
H37 -3.057 -3.687 0.213
H38 -2.216 -3.275 -1.279
H39 3.591 -8.164 0.459
H40 2.024 -8.567 0.223
H41 2.666 -4.926 0.197
H42 4.356 -4.869 -3.637
H43 4.575 -5.819 -2.176
H44 3.649 -2.585 0.261
H45 5.260 -2.222 2.066
H46 7.563 -3.125 1.877
H47 8.255 -4.305 -0.173
H48 6.672 -4.615 -2.002
C32 -3.579 -1.324 5.350
C33 -4.087 -1.246 4.025
C34 -3.173 -0.554 3.277
N2 -2.134 -0.208 4.099
C35 -2.372 -0.678 5.363
H49 -4.046 -1.801 6.195
H50 -5.018 -1.652 3.664
H51 -3.171 -0.278 2.235
H52 -1.323 0.310 3.818
H53 -1.666 -0.511 6.158
C36 -0.459 4.394 4.672
C37 0.627 4.877 3.891
C38 1.015 3.864 3.057
N3 0.209 2.784 3.304
C39 -0.697 3.103 4.287
H54 -1.003 4.935 5.429
H55 1.071 5.858 3.938
H56 1.792 3.817 2.312
H57 0.275 1.898 2.835
H58 -1.426 2.384 4.623
C40 2.789 0.206 4.704
C41 1.462 0.029 4.234
C42 1.457 -1.083 3.440
N4 2.729 -1.584 3.406
C43 3.548 -0.807 4.180
H59 3.146 0.989 5.354
H60 0.609 0.648 4.455
H61 0.661 -1.562 2.894
H62 3.016 -2.398 2.891
H63 4.594 -1.038 4.288
C44 1.037 3.257 8.692
C45 -0.292 3.077 8.224
C46 -0.295 1.960 7.431
N5 0.979 1.460 7.400
C47 1.795 2.241 8.168
H64 1.396 4.042 9.339
H65 -1.146 3.696 8.443
H66 -1.091 1.480 6.887
H67 1.270 0.644 6.889
H68 2.842 2.009 8.275
C48 3.993 5.251 4.337
C49 3.683 6.502 4.931
C50 2.785 6.262 5.938
N6 2.537 4.919 5.973
C51 3.272 4.295 5.004
H69 4.667 5.073 3.515
H70 4.075 7.467 4.652
H71 2.301 6.931 6.631
H72 1.910 4.458 6.614
H73 3.218 3.228 4.872
C52 5.900 -9.885 -3.491
C53 5.125 -8.698 -3.413
C54 5.293 -8.024 -4.592
N7 6.142 -8.754 -5.378
C55 6.513 -9.893 -4.715
H74 5.995 -10.647 -2.734
H75 4.512 -8.378 -2.584
H76 4.883 -7.089 -4.941
H77 6.446 -8.495 -6.299
H78 7.179 -10.606 -5.171
C56 -8.078 7.023 2.782
C57 -6.995 7.507 2.001
C58 -6.603 6.490 1.172
N8 -7.404 5.408 1.422
C59 -8.310 5.728 2.400
H79 -8.626 7.565 3.536
H80 -6.554 8.489 2.044
H81 -5.825 6.441 0.428
H82 -7.339 4.519 0.962
H83 -9.036 5.008 2.738
C60 4.519 -0.354 -8.096
C61 4.481 0.101 -6.749
C62 4.082 -0.960 -5.982
N9 3.864 -2.027 -6.800
C63 4.135 -1.671 -8.094
H84 4.794 0.220 -8.965
H85 4.720 1.088 -6.389
H86 3.928 -1.051 -4.919
H87 3.556 -2.933 -6.494
H88 4.029 -2.380 -8.897
C64 -12.524 8.835 1.724
C65 -12.138 9.681 0.651
C66 -10.954 9.197 0.158
N10 -10.609 8.097 0.893
C67 -11.562 7.867 1.845
H89 -13.407 8.926 2.335
H90 -12.667 10.544 0.284
H91 -10.329 9.541 -0.648
H92 -9.782 7.542 0.756
H93 -11.473 7.037 2.526

Values from the calculation:
charge = 0
HOMO-LUMO gap = 0.231 Ha
LUMO energy = -1.39 eV
SMILES = CCCCCCCCCCCCCCCC1=C(COCC)C(=O)C(B(N)O)=C(COc2ccccc2)C1=O.c1cc[nH]c1.c1cc[nH]c1.c1cc[nH]c1.c1cc[nH]c1.c1cc[nH]c1.c1cc[nH]c1.c1cc[nH]c1.c1cc[nH]c1.c1cc[nH]c1
largest force on an atom = 2.049 eV/A

***

Entry 2:
A cluster of 19 separate species, C68H134N22O34 in total. Source: OMol25; level of theory: wB97M-V/def2-TZVPD.

Cartesian coordinates (Å):
C1 -6.351 2.395 3.499
N1 -4.886 2.036 3.419
C2 -4.500 0.823 3.871
C3 -3.142 0.543 3.900
C4 -2.254 1.428 3.429
C5 -2.697 2.563 2.797
C6 -4.021 2.842 2.778
C7 -0.796 1.135 3.666
C8 0.061 2.136 4.157
C9 1.423 1.889 4.373
N2 1.901 0.650 4.079
C10 1.049 -0.362 3.807
C11 -0.293 -0.117 3.562
C12 3.303 0.433 4.178
H1 -6.509 3.263 4.152
H2 -6.984 1.560 3.871
H3 -6.765 2.696 2.509
H4 -5.279 0.158 4.169
H5 -2.847 -0.355 4.372
H6 -2.056 3.259 2.376
H7 -4.357 3.714 2.186
H8 -0.316 3.132 4.358
H9 2.105 2.647 4.721
H10 1.451 -1.333 3.636
H11 -1.039 -0.879 3.289
H12 3.860 1.352 4.383
H13 3.684 0.006 3.288
H14 3.555 -0.209 5.021
C13 5.057 -1.297 0.288
N3 3.582 -1.155 0.066
C14 2.807 -2.181 -0.319
C15 1.480 -1.934 -0.594
C16 0.911 -0.704 -0.396
C17 1.791 0.350 -0.096
C18 3.091 0.075 0.230
C19 -0.493 -0.290 -0.647
C20 -1.586 -1.041 -0.140
C21 -2.830 -0.438 -0.123
N4 -3.089 0.758 -0.719
C22 -2.129 1.317 -1.431
C23 -0.819 0.863 -1.322
C24 -4.410 1.407 -0.520
H15 5.203 -1.517 1.331
H16 5.598 -0.390 0.046
H17 5.450 -2.127 -0.316
H18 3.300 -3.149 -0.387
H19 0.779 -2.669 -1.030
H20 1.390 1.317 -0.085
H21 3.811 0.856 0.446
H22 -1.435 -2.003 0.304
H23 -3.605 -0.837 0.482
H24 -2.365 2.190 -2.024
H25 -0.074 1.545 -1.676
H26 -4.286 2.240 0.158
H27 -5.183 0.685 -0.237
H28 -4.708 1.821 -1.504
C25 -10.170 2.780 -1.033
N5 -9.347 4.092 -1.215
C26 -8.044 4.049 -1.453
C27 -7.346 5.158 -1.869
C28 -8.043 6.352 -2.023
C29 -9.365 6.382 -1.623
C30 -9.965 5.235 -1.233
C31 -7.372 7.421 -2.792
C32 -8.007 8.045 -3.846
C33 -7.385 8.977 -4.622
N6 -6.118 9.379 -4.370
C34 -5.439 8.712 -3.420
C35 -6.063 7.727 -2.649
C36 -5.585 10.544 -5.107
H29 -10.365 2.432 -2.039
H30 -11.071 3.118 -0.493
H31 -9.669 2.155 -0.312
H32 -7.599 3.086 -1.323
H33 -6.323 5.039 -2.131
H34 -10.048 7.232 -1.677
H35 -10.991 5.143 -0.960
H36 -9.039 7.771 -4.072
H37 -7.891 9.443 -5.459
H38 -4.390 8.831 -3.331
H39 -5.476 7.262 -1.883
H40 -4.537 10.553 -5.013
H41 -5.974 11.428 -4.598
H42 -5.926 10.539 -6.140
C37 8.136 2.968 5.725
C38 7.905 1.849 4.838
C39 6.888 0.903 5.306
O1 6.576 -0.058 4.381
C40 6.112 -1.251 5.035
N7 7.637 2.379 3.439
H43 7.498 1.525 2.852
H44 6.813 3.012 3.362
H45 8.448 2.835 3.009
H46 7.401 3.770 5.645
H47 9.152 3.403 5.601
H48 8.018 2.646 6.762
H49 8.826 1.248 4.735
H50 5.963 1.412 5.585
H51 7.283 0.419 6.205
H52 6.897 -1.977 5.338
H53 5.486 -1.738 4.276
H54 5.410 -0.913 5.792
C41 6.747 -5.233 1.012
C42 6.759 -6.645 1.527
C43 7.773 -6.896 2.676
O2 7.373 -6.051 3.744
C44 8.032 -6.275 5.012
N8 5.396 -6.881 2.127
H55 5.194 -6.269 2.907
H56 4.594 -6.767 1.507
H57 5.226 -7.859 2.381
H58 5.898 -5.076 0.310
H59 7.680 -5.155 0.477
H60 6.726 -4.499 1.811
H61 6.924 -7.367 0.717
H62 8.812 -6.637 2.419
H63 7.725 -7.918 2.907
H64 9.090 -6.196 4.934
H65 7.804 -7.275 5.472
H66 7.717 -5.455 5.628
C45 9.067 0.190 1.673
C46 9.447 -1.027 0.819
C47 8.296 -2.017 0.884
O3 7.949 -2.306 2.224
C48 8.963 -2.935 3.011
N9 9.587 -0.683 -0.574
H67 9.989 -1.404 -1.127
H68 9.867 0.147 -1.051
H69 5.441 -0.944 -5.621
H70 8.219 0.692 1.249
H71 9.949 0.861 1.782
H72 8.888 -0.129 2.702
H73 10.359 -1.520 1.199
H74 8.737 -2.894 0.468
H75 7.373 -1.702 0.353
H76 8.505 -3.662 3.711
H77 9.570 -2.194 3.522
H78 9.666 -3.410 2.334
C49 -7.626 -2.985 -2.257
N10 -7.367 -1.635 -2.948
C50 -8.214 -0.645 -2.195
C51 -5.828 -1.346 -2.780
C52 -7.712 -1.545 -4.439
C53 -7.163 -2.729 -5.222
O4 -8.117 -3.775 -5.100
H79 -8.615 -3.242 -2.612
H80 -7.568 -2.887 -1.163
H81 -6.909 -3.666 -2.636
H82 -9.228 -0.881 -2.494
H83 -7.786 0.317 -2.521
H84 -8.085 -0.821 -1.144
H85 -5.811 -0.270 -2.746
H86 -5.281 -1.739 -3.632
H87 -5.561 -1.697 -1.797
H88 -7.223 -0.578 -4.740
H89 -8.792 -1.414 -4.478
H90 -6.201 -3.099 -4.859
H91 -6.945 -2.471 -6.243
H92 -7.812 -4.652 -5.381
C54 0.234 4.605 0.688
N11 0.438 5.562 -0.463
C55 0.000 4.978 -1.775
C56 -0.357 6.779 -0.047
C57 1.923 5.956 -0.518
C58 2.440 6.606 -1.765
O5 1.763 7.803 -2.107
H93 0.750 3.667 0.416
H94 -0.854 4.473 0.754
H95 0.613 5.066 1.605
H96 0.646 4.113 -1.988
H97 0.178 5.713 -2.535
H98 -1.059 4.759 -1.766
H99 -0.233 7.081 0.996
H100 -1.422 6.647 -0.312
H101 0.042 7.651 -0.579
H102 2.546 5.088 -0.283
H103 2.129 6.655 0.310
H104 2.487 5.966 -2.670
H105 3.515 6.787 -1.577
H106 2.382 8.507 -1.992
C59 0.102 -7.049 2.434
N12 -1.123 -6.178 2.232
C60 -2.089 -6.430 3.465
C61 -0.690 -4.741 2.125
C62 -1.798 -6.445 0.854
C63 -2.132 -7.903 0.546
O6 -2.936 -8.514 1.542
H107 -0.217 -8.072 2.284
H108 0.466 -6.882 3.458
H109 0.899 -6.747 1.780
H110 -2.170 -7.495 3.673
H111 -3.041 -6.006 3.185
H112 -1.674 -5.844 4.277
H113 -1.643 -4.235 1.961
H114 0.028 -4.566 1.340
H115 -0.306 -4.505 3.111
H116 -1.138 -6.136 0.020
H117 -2.727 -5.845 0.798
H118 -1.235 -8.527 0.394
H119 -2.610 -7.868 -0.458
H120 -3.613 -9.148 1.247
C64 1.925 -3.875 -4.410
N13 1.246 -3.215 -5.538
C65 2.169 -3.248 -6.787
C66 -0.040 -3.927 -5.835
C67 0.844 -1.711 -5.191
C68 2.050 -0.792 -4.951
O7 2.452 -0.907 -3.610
H121 2.307 -4.843 -4.790
H122 1.206 -4.044 -3.631
H123 2.735 -3.243 -4.099
H124 2.324 -4.262 -7.114
H125 3.117 -2.873 -6.485
H126 1.792 -2.596 -7.575
H127 0.068 -4.986 -6.092
H128 -0.619 -3.468 -6.618
H129 -0.645 -3.851 -4.934
H130 0.136 -1.756 -4.334
H131 0.304 -1.374 -6.099
H132 1.844 0.226 -5.212
H133 2.865 -1.082 -5.623
H134 2.718 -0.038 -3.307
N14 2.707 2.046 -2.155
O8 1.632 1.881 -2.815
O9 2.836 3.089 -1.496
O10 3.609 1.176 -2.262
N15 3.933 3.495 2.577
O11 5.123 3.087 2.731
O12 3.062 2.575 2.268
O13 3.586 4.668 2.694
N16 5.644 -0.788 -3.664
O14 5.200 -1.550 -4.849
O15 5.657 -1.389 -2.597
O16 6.082 0.278 -3.992
N17 -7.994 0.843 1.136
O17 -8.857 0.031 1.438
O18 -6.835 0.486 0.857
O19 -8.268 2.006 1.034
N18 -3.711 5.176 -0.086
O20 -3.380 5.973 -0.990
O21 -3.002 4.114 0.048
O22 -4.708 5.298 0.623
N19 3.491 -4.499 2.685
O23 3.394 -5.242 1.627
O24 2.919 -3.397 2.782
O25 4.076 -5.003 3.684
N20 -1.535 -3.561 -1.860
O26 -0.601 -4.223 -1.491
O27 -2.671 -3.877 -1.511
O28 -1.395 -2.566 -2.619
N21 -5.690 2.519 -3.788
O29 -5.786 1.330 -4.105
O30 -4.594 2.956 -3.499
O31 -6.714 3.163 -3.738
N22 -3.852 -2.714 2.584
O32 -3.948 -3.754 1.896
O33 -4.844 -1.961 2.774
O34 -2.816 -2.394 3.083

Values from the calculation:
charge = +4
HOMO-LUMO gap = 0.234 Ha
LUMO energy = -7.64 eV
largest force on an atom = 4.720 eV/A